[1]
Density functional theory data (the ωB97M-V functional and the def2-TZVPD basis) for a 2-piece molecular cluster, C5H10O overall.

The geometry in XYZ format:
```
16
Properties=species:S:1:pos:R:3:forces:R:3:nbo_charge:R:1
C 0.67543 -0.24417 1.48624 0.0 0.0 -0.1 -0.597
C 0.35995 0.04830 -1.46440 -0.1 0.0 -0.1 0.010
C 0.55009 1.25877 1.70002 0.0 0.0 0.2 -0.606
C -1.08821 0.39946 -1.37050 -0.2 0.3 0.1 -0.182
O -0.91326 -0.50106 -2.51420 0.0 0.0 -0.2 -0.398
C -0.04941 -1.36679 -1.71110 0.2 -0.4 0.0 -0.180
H 1.43691 -0.66561 2.15206 -0.2 0.0 -0.1 0.209
H 0.96019 -0.49856 0.46710 0.1 0.0 0.1 0.202
H -0.28145 -0.73214 1.70413 0.2 0.0 0.0 0.194
H 1.50108 1.78165 1.55520 -0.1 -0.1 0.1 0.210
H -0.18137 1.75282 1.04516 0.1 -0.3 0.2 0.199
H 0.22749 1.36913 2.73717 0.0 0.5 -0.1 0.202
H -1.36815 1.40028 -1.69547 -0.1 -0.1 0.1 0.199
H -1.76626 -0.04566 -0.63088 0.1 0.1 -0.1 0.171
H 0.60915 -1.95936 -2.34147 0.0 -0.1 0.1 0.198
H -0.62415 -1.95966 -0.98644 0.0 0.2 -0.1 0.170
```
Positions in Å, forces in eV/Å.

Values from the calculation:
Kohn-Sham gap in Ha: 0.35511
E in eV: -7389.3083
HOMO level in Eh: -0.32037
Net charge: 0

=====

[2]
Density functional theory data (the ωB97M-V functional and the def2-TZVPD basis) for the molecule C18H25N3O3.

The geometry in XYZ format:
```
49
Properties=species:S:1:pos:R:3:forces:R:3:nbo_charge:R:1
C 2.11175 2.37327 -5.23541 0.2 0.0 -0.2 -0.254
H 2.26640 1.46920 -5.83647 0.0 0.0 0.0 0.169
O 1.19484 2.13504 -4.19551 -0.3 -0.1 0.3 -0.521
C 1.62078 1.12886 -3.30323 0.1 0.1 0.2 0.024
C 0.48648 0.80516 -2.39372 -0.2 -0.7 -0.3 0.454
N 0.04654 -0.37099 -2.09611 1.0 0.1 -1.1 -0.285
N -0.94382 -0.19889 -1.19428 -0.9 0.5 0.7 -0.345
C -1.05627 1.07290 -0.98298 -0.1 -0.5 0.0 0.492
O -0.16632 1.77181 -1.71914 0.0 0.2 0.0 -0.398
C -2.00937 1.77646 -0.09350 0.0 0.2 0.0 -0.456
H -2.62942 2.42799 -0.71722 0.1 0.0 0.1 0.239
C -2.89519 0.81653 0.70449 0.2 0.1 0.2 -0.485
H -3.71306 1.38550 1.14782 0.1 -0.1 0.0 0.240
H -3.30042 0.05147 0.04286 -0.1 0.0 0.0 0.227
C -2.11727 0.16899 1.85117 -0.3 -0.1 -0.5 0.675
O -2.12936 0.62783 2.97762 -0.1 0.3 0.4 -0.646
N -1.44541 -0.93716 1.49787 0.2 -0.3 0.0 -0.630
H -1.41314 -1.19393 0.51875 -0.1 0.2 0.1 0.429
C -0.61774 -1.68141 2.41650 0.1 -0.2 0.2 -0.235
C -1.00119 -3.16025 2.49629 -0.1 0.2 0.1 -0.395
H -0.98941 -3.57749 1.48622 0.1 -0.1 0.0 0.198
H -0.21978 -3.66428 3.07002 0.1 0.0 0.0 0.206
C -2.35585 -3.47929 3.14890 0.1 0.1 -0.1 -0.210
C -2.48193 -2.85971 4.53875 0.0 -0.2 -0.2 -0.617
H -1.61928 -3.10972 5.15278 0.1 0.0 0.1 0.203
H -3.37470 -3.23443 5.03437 -0.1 0.0 0.1 0.208
H -2.56398 -1.77793 4.47220 0.0 0.2 0.0 0.218
C -3.54160 -3.06443 2.27977 0.1 -0.2 0.2 -0.604
H -4.46128 -3.48248 2.68408 -0.1 0.0 0.0 0.205
H -3.42152 -3.42566 1.26070 0.0 0.0 -0.2 0.202
H -3.64395 -1.98373 2.25834 -0.1 0.1 0.0 0.205
H -2.38973 -4.57109 3.25805 0.0 0.1 0.0 0.194
H 0.42797 -1.61150 2.09122 -0.1 0.0 0.1 0.192
H -0.70911 -1.19973 3.39097 0.1 0.0 -0.1 0.232
H -1.44590 2.42112 0.58751 -0.1 0.0 0.0 0.245
C 2.78433 1.55293 -2.42386 0.2 0.1 -0.2 0.025
C 3.76453 0.64101 -2.06058 -0.1 0.1 -0.1 -0.239
C 4.80052 1.03516 -1.23158 0.1 -0.1 0.1 -0.191
C 4.86203 2.33805 -0.76593 0.1 0.0 0.0 -0.212
C 3.88224 3.24819 -1.12587 0.0 0.1 0.0 -0.201
C 2.84139 2.85600 -1.94844 0.0 0.0 0.0 -0.239
H 2.06807 3.55401 -2.23398 0.0 0.1 0.0 0.228
H 3.92580 4.26417 -0.76257 0.0 0.1 0.0 0.216
H 5.67245 2.64342 -0.12102 0.1 0.0 0.0 0.216
H 5.56184 0.32322 -0.94979 0.1 -0.1 0.0 0.215
H 3.71132 -0.37507 -2.42351 0.0 -0.1 0.0 0.217
H 1.87588 0.20613 -3.84846 -0.1 0.1 0.2 0.208
H 1.67157 3.15175 -5.85462 0.1 0.0 0.0 0.200
H 3.07927 2.71300 -4.84950 0.0 0.0 0.0 0.178
```
Positions in Å, forces in eV/Å.

Values from the calculation:
Kohn-Sham gap in Ha: 0.35948
E in eV: -29684.4983
HOMO level in Eh: -0.33473
Net charge: 0
SMILES: CO[C@@H](c1ccccc1)c1nnc(CCC(=O)NCCC(C)C)o1

=====

[3]
Density functional theory data (the ωB97M-V functional and the def2-TZVPD basis) for a 2-piece molecular cluster, C21H25BrF3N4O6S overall.

The geometry in XYZ format:
```
61
Properties=species:S:1:pos:R:3:forces:R:3:nbo_charge:R:1
O 5.74063 -4.80944 0.49664 -0.8 0.7 -0.1 -0.523
C 5.53678 -3.67752 0.83227 0.9 -1.1 0.4 0.782
O 6.38313 -3.16768 1.83056 -1.6 1.0 -1.9 -0.662
C 4.38719 -2.78493 0.23774 0.8 0.4 0.0 -0.531
C 3.81364 -3.35043 -1.11374 0.1 -0.2 -0.2 -0.420
C 2.32314 -2.90392 -1.45314 0.8 -1.0 0.7 -0.235
N 1.99828 -1.66548 -0.70818 -0.2 2.2 -0.2 -0.344
C 2.48296 -0.35632 -1.04265 -2.0 -0.2 2.4 0.423
C 3.39235 -0.00599 -2.23883 0.3 0.3 0.2 -0.473
C 3.41967 1.53781 -2.56922 0.9 0.3 -0.1 -0.421
C 4.22231 1.81850 -3.91998 -0.2 -0.7 1.1 -0.438
Br 3.72463 3.62322 -4.53734 0.3 -0.9 0.1 0.032
N 1.97223 0.45508 -0.10330 1.5 1.6 -1.9 -0.228
N 1.20121 -0.19858 0.80453 1.5 -3.9 -2.2 -0.440
S 0.35348 0.42149 2.18570 -3.9 1.3 2.6 2.144
O -0.87432 1.01218 1.71719 1.9 -0.3 -0.3 -0.823
O 0.22080 -0.52779 3.26340 1.4 0.2 -1.9 -0.813
C 1.44002 1.81566 2.83778 1.8 0.6 -1.3 0.795
F 2.69305 1.28907 3.01467 -1.7 0.7 0.3 -0.302
F 0.92488 2.34220 3.94980 0.7 -1.0 -1.6 -0.252
F 1.52619 2.72925 1.83461 -0.3 -0.8 1.5 -0.288
C 1.22569 -1.52124 0.39267 0.0 -2.2 -0.3 0.761
O 0.66973 -2.66237 0.89152 0.3 2.9 -0.8 -0.471
C -0.73634 -2.53307 1.18839 -3.1 -0.5 1.1 0.749
O -1.12452 -3.11116 2.15330 1.0 0.1 -0.6 -0.452
C -1.74241 -1.75409 0.33610 -1.1 1.4 -1.5 -0.255
C -3.03030 -1.43265 0.99158 0.3 0.1 -1.1 -0.130
C -4.10936 -0.71630 0.32778 2.0 -0.7 -0.5 -0.208
C -3.91061 -0.26647 -1.05250 1.7 -1.4 1.5 -0.152
C -2.64001 -0.59640 -1.72814 -0.6 -0.3 1.5 -0.240
C -1.55876 -1.33738 -1.05895 -1.8 0.7 1.0 -0.140
H 6.44525 -2.21382 1.62197 0.1 -0.3 0.7 0.473
H 4.85227 -1.77741 0.01903 -0.6 -0.8 0.4 0.213
H 3.62788 -2.64356 1.05123 0.6 -0.2 -0.7 0.235
H 3.83131 -4.47308 -1.12430 0.1 1.1 0.1 0.274
H 4.48371 -3.00523 -1.94796 -0.6 -0.4 0.8 0.223
H 1.63087 -3.70361 -1.08733 0.4 0.9 -0.5 0.260
H 2.24547 -2.74510 -2.56094 -0.3 0.0 1.2 0.249
H 3.12755 -0.57593 -3.17834 -0.1 0.4 1.2 0.251
H 4.43537 -0.34761 -1.96118 -1.0 0.3 -0.3 0.251
H 3.98662 2.07270 -1.76070 -0.8 -0.4 -0.6 0.231
H 2.40266 1.99663 -2.63635 0.8 -0.7 0.1 0.242
H 5.33228 1.79143 -3.73448 -1.2 0.2 -0.3 0.231
H 3.96880 1.03274 -4.67439 0.1 1.0 0.3 0.216
H -3.18633 -1.77638 2.04641 0.3 0.4 -1.2 0.249
H -5.05188 -0.55156 0.93496 1.3 -0.1 -1.3 0.271
H -4.72946 0.30758 -1.54176 0.9 -0.6 0.3 0.253
H -2.54474 -0.25285 -2.79007 0.2 -0.5 1.2 0.236
H -0.61138 -1.57456 -1.60403 -1.1 0.3 0.4 0.191
C -5.68084 4.33181 0.53487 0.0 0.0 0.0 -0.613
C -6.55089 4.07120 1.75978 0.1 0.3 -0.2 -0.383
C -6.30544 2.69396 2.38301 -0.3 -0.2 -0.5 -0.507
C -6.61564 1.62502 1.39695 0.1 0.1 0.5 0.318
N -6.85560 0.80016 0.63160 0.0 0.3 0.2 -0.373
H -5.89491 3.62346 -0.26867 0.0 0.0 0.1 0.212
H -5.86792 5.33275 0.14260 0.0 0.0 0.0 0.225
H -4.61894 4.25787 0.78515 0.0 0.0 0.0 0.200
H -7.60207 4.16595 1.47533 0.0 -0.1 0.1 0.215
H -6.35061 4.84067 2.50905 0.0 -0.1 0.1 0.215
H -6.93937 2.55980 3.26141 0.0 -0.1 -0.1 0.258
H -5.26416 2.59555 2.69856 0.0 -0.1 -0.1 0.242
```
Positions in Å, forces in eV/Å.

Values from the calculation:
Kohn-Sham gap in Ha: 0.30439
E in eV: -129447.2607
HOMO level in Eh: -0.44790
Net charge: +1